Molecular formula: C15H13F2N3O2Pd
Method: DFT, ωB97M-V/def2-TZVPD

Output
**Total charge**: +2
**M**: 411.70 g mol⁻¹
**Multiplicity**: 1
**Electronic energy**: -1220.91746 Ha

Last column: Mulliken charge in e.
Geometry (Å):
Pd1 0.15950 0.37300 0.16850  -0.034
F1 5.24100 -0.28990 -1.60550  -0.245
C1 4.43820 -0.25310 -0.56980  0.292
C2 3.05550 -0.38530 -0.78160  -0.411
C3 2.21290 -0.27000 0.29570  -0.323
C4 2.69260 -0.13780 1.63080  0.337
C5 4.09660 -0.01430 1.78650  0.341
F2 4.61570 0.10940 2.99870  -0.261
C6 4.95810 -0.04970 0.70850  -0.476
C7 1.71270 -0.17190 2.71900  1.174
C8 2.00960 -0.21070 4.08820  -0.632
C9 0.98300 -0.22890 5.01760  -0.396
C10 -0.33550 -0.23400 4.58570  -0.807
C11 -0.57130 -0.19420 3.21590  -0.098
N1 0.41420 -0.15440 2.33490  -0.172
H1 2.70610 -0.53440 -1.79880  0.497
H2 6.02750 0.04470 0.85030  0.511
H3 3.03050 -0.20440 4.42750  0.511
H4 1.20950 -0.24160 6.07500  0.473
H5 -1.16070 -0.29370 5.27980  0.428
H6 -1.58630 -0.23650 2.83080  0.514
C12 -4.11250 1.86530 0.31070  -1.296
C13 -2.70260 1.55190 -0.00930  0.653
N2 -2.19180 0.34790 0.09440  -0.158
O1 -2.99630 -0.60890 0.65680  -0.368
C14 -1.79460 2.58650 -0.46250  0.581
C15 -2.21510 3.95560 -0.81970  -1.368
N3 -0.50780 2.25770 -0.42830  0.307
O2 0.46820 2.94840 -0.73680  -0.396
H7 -4.57230 1.05190 0.86960  0.400
H8 -4.67050 1.99530 -0.61890  0.400
H9 -4.19450 2.79510 0.87180  0.402
H10 -2.75150 -1.48760 0.31690  0.412
H11 -3.24660 3.99510 -1.16110  0.379
H12 -1.53900 4.37290 -1.56870  0.464
H13 -2.12840 4.61250 0.05430  0.366

Molecular formula: C24H31BrCl2MnNO5S
Method: DFT, ωB97M-V/def2-TZVPD

Output
**⟨S²⟩**: 6.22
**M**: 651.33 g mol⁻¹
**Multiplicity**: 5
**Electronic energy**: -6407.25656 Ha

Last column: Löwdin spin population.
Geometry (Å):
Mn1 0.26521 -0.91032 -0.13527  2.036
C1 2.72547 -7.91450 1.40450  0.000
C2 2.12769 -6.54899 1.59262  0.000
C3 1.38798 -5.95305 0.57618  0.000
C4 0.87007 -4.67711 0.72260  0.000
C5 1.09408 -3.99051 1.90668  0.000
C6 1.80696 -4.57353 2.94658  0.000
C7 2.32270 -5.84596 2.78019  0.000
S1 0.46571 -2.36192 2.14164  -0.001
O1 0.14222 -2.21156 3.52547  -0.009
O2 -0.69632 -2.20232 1.20230  -0.016
N1 1.46001 -1.27566 1.56012  -0.045
C8 2.76260 -1.68024 1.05966  0.001
C9 2.61736 -2.34711 -0.30910  0.007
O3 3.45901 -3.04428 -0.80633  0.011
O4 1.44652 -2.08742 -0.90479  0.004
H1 2.11014 -8.52886 0.74825  0.000
H2 2.83984 -8.43191 2.35636  0.000
H3 3.71455 -7.83293 0.94894  0.000
H4 1.21988 -6.49184 -0.34801  0.000
H5 0.30215 -4.21485 -0.07060  0.000
H6 1.93719 -4.03457 3.87581  0.000
H7 2.88015 -6.30592 3.58701  0.000
H8 3.31396 -2.35541 1.71518  -0.001
H9 3.37237 -0.78414 0.92763  0.001
Cl1 0.96036 0.74859 -1.47329  0.013
C10 -2.09577 1.48975 -1.92607  0.745
Cl2 -2.62210 1.00195 -0.37178  0.182
H10 -1.17316 1.01224 -2.24218  0.031
H11 -2.61944 2.33604 -2.33207  0.036
C11 -8.63774 2.79632 -0.88260  0.000
C12 -8.35541 1.38418 -0.36309  0.000
C13 -8.83456 1.30126 1.09129  0.000
C14 -9.14887 0.39369 -1.22407  0.000
C15 -6.85756 1.04947 -0.41290  0.001
C16 -5.88785 2.02250 -0.72329  0.006
C17 -4.55917 1.66048 -0.63929  0.031
Br1 -2.33022 2.52644 1.95133  0.878
C18 -4.35528 0.36028 -0.32230  0.066
O5 -1.47017 0.02211 0.08011  0.005
C19 -5.14811 -0.71319 -0.08194  0.008
C20 -6.47520 -0.24398 -0.12002  0.005
C21 -4.73808 -2.14968 0.17310  0.002
C22 -4.55318 -2.33074 1.68736  0.000
C23 -3.41079 -2.43246 -0.53572  0.001
C24 -5.79707 -3.11653 -0.34911  0.000
H12 -9.71117 2.98847 -0.84788  0.000
H13 -8.30991 2.91734 -1.91676  0.000
H14 -8.15169 3.55839 -0.27178  0.000
H15 -9.89825 1.53980 1.15159  0.000
H16 -8.28980 2.00750 1.72011  0.000
H17 -8.69024 0.30104 1.50336  0.000
H18 -10.19615 0.70104 -1.25444  0.000
H19 -9.12354 -0.62457 -0.83373  0.000
H20 -8.77055 0.37325 -2.24762  0.000
H21 -6.18369 3.02804 -0.98715  0.001
H22 -7.27025 -0.95299 0.07768  0.001
H23 -3.81108 -1.63245 2.07492  0.000
H24 -4.19940 -3.34219 1.89423  0.000
H25 -5.49531 -2.17335 2.21500  0.000
H26 -2.63095 -1.78341 -0.14731  0.000
H27 -3.50619 -2.29364 -1.61560  0.000
H28 -3.10000 -3.46130 -0.35061  0.000
H29 -6.74915 -3.01236 0.17464  0.000
H30 -5.45188 -4.13899 -0.18872  0.000
H31 -5.96946 -2.97506 -1.41742  0.000